{
  "formula": "C37H116AlB2O45",
  "method": "wB97M-V/def2-TZVPD",
  "de_lowest_kcal_mol": 27.36,
  "multiplicity": 1,
  "energy_ev": -140320.4759,
  "orbital_gap_ev": 0.99,
  "lumo_ev": -3.78,
  "homo_energy_ha": -0.1750,
  "total_charge": 1,
  "symbols": ["Al", "O", "C", "O", "B", "O", "C", "O", "O", "C", "O", "C", "O", "O", "O", "C", "O", "B", "O", "C", "O", "O", "C", "O", "C", "O", "O", "C", "O", "H", "H", "H", "H", "C", "O", "H", "H", "H", "H", "C", "O", "H", "H", "H", "H", "C", "O", "H", "H", "H", "H", "C", "O", "H", "H", "H", "H", "C", "O", "H", "H", "H", "H", "C", "O", "H", "H", "H", "H", "C", "O", "H", "H", "H", "H", "C", "O", "H", "H", "H", "H", "C", "O", "H", "H", "H", "H", "C", "O", "H", "H", "H", "H", "C", "O", "H", "H", "H", "H", "C", "O", "H", "H", "H", "H", "C", "O", "H", "H", "H", "H", "C", "O", "H", "H", "H", "H", "C", "O", "H", "H", "H", "H", "C", "O", "H", "H", "H", "H", "C", "O", "H", "H", "H", "H", "C", "O", "H", "H", "H", "H", "C", "O", "H", "H", "H", "H", "C", "O", "H", "H", "H", "H", "C", "O", "H", "H", "H", "H", "C", "O", "H", "H", "H", "H", "C", "O", "H", "H", "H", "H", "C", "O", "H", "H", "H", "H", "C", "O", "H", "H", "H", "H", "C", "O", "H", "H", "H", "H", "C", "O", "H", "H", "H", "H", "C", "O", "H", "H", "H", "H"],
  "coordinates": [[-4.826, 2.506, 24.882], [-3.887, 0.198, 29.171], [-3.851, 1.374, 28.935], [-3.234, 2.302, 29.749], [-3.067, 3.525, 28.890], [-4.134, 3.439, 27.888], [-4.413, 2.191, 27.745], [-4.892, 1.747, 26.658], [-1.750, 3.768, 28.074], [-1.139, 4.855, 28.623], [0.062, 5.048, 28.528], [-2.166, 5.653, 29.522], [-3.164, 4.730, 29.725], [-2.050, 6.804, 29.905], [-4.779, -1.428, 18.025], [-4.938, -1.913, 16.960], [-4.904, -1.604, 15.632], [-5.269, -2.667, 14.895], [-5.716, -3.759, 15.642], [-5.277, -3.522, 16.868], [-5.289, -4.270, 17.864], [-5.028, -2.752, 13.577], [-4.840, -1.842, 12.684], [-4.852, -1.170, 11.693], [-6.967, 4.653, 21.801], [-7.749, 5.506, 21.621], [-6.390, 3.696, 22.178], [0.387, -2.365, 29.052], [0.987, -1.514, 28.104], [1.151, -2.890, 29.626], [-0.362, -1.871, 29.673], [-0.111, -3.219, 28.583], [1.738, -1.130, 28.594], [-8.664, 0.510, 32.963], [-9.757, 1.074, 32.244], [-7.687, 0.987, 32.684], [-8.799, 0.568, 34.080], [-8.696, -0.570, 32.872], [-9.707, 2.045, 32.169], [3.413, 4.492, 27.109], [3.149, 3.913, 28.348], [3.902, 3.749, 26.434], [2.528, 4.933, 26.578], [4.105, 5.317, 27.272], [2.252, 4.161, 28.634], [0.449, 8.061, 32.415], [1.156, 7.253, 33.440], [0.922, 9.086, 32.469], [0.556, 7.619, 31.426], [-0.591, 8.173, 32.616], [1.255, 7.782, 34.236], [-5.852, 6.252, 27.505], [-5.559, 6.738, 26.236], [-6.843, 5.831, 27.605], [-5.115, 5.510, 27.750], [-5.678, 7.062, 28.228], [-6.284, 7.287, 25.979], [-2.210, -3.216, 25.792], [-3.381, -3.245, 26.553], [-2.319, -3.965, 24.938], [-1.953, -2.210, 25.378], [-1.399, -3.579, 26.406], [-3.189, -2.905, 27.398], [-6.294, -1.523, 23.789], [-5.847, -0.482, 24.674], [-5.558, -2.291, 23.633], [-7.305, -1.817, 23.988], [-6.376, -0.966, 22.847], [-5.418, -0.849, 25.462], [-2.704, 11.172, 26.050], [-2.629, 12.499, 26.572], [-3.607, 10.926, 25.440], [-1.812, 10.871, 25.528], [-2.785, 10.558, 26.979], [-2.482, 13.153, 25.856], [-6.558, 1.779, 36.200], [-5.710, 2.162, 35.054], [-7.554, 2.161, 35.926], [-6.603, 0.655, 36.273], [-6.166, 2.125, 37.192], [-4.786, 1.946, 35.318], [-5.336, 9.772, 31.321], [-5.660, 10.034, 29.987], [-4.421, 9.161, 31.397], [-5.243, 10.737, 31.881], [-6.123, 9.142, 31.778], [-5.275, 10.863, 29.665], [2.394, 3.694, 33.083], [1.754, 2.592, 33.800], [3.495, 3.789, 33.193], [2.197, 3.508, 32.012], [1.865, 4.636, 33.310], [2.087, 2.681, 34.692], [-3.859, 4.555, 33.666], [-5.230, 4.406, 33.434], [-3.622, 5.586, 33.888], [-3.483, 3.962, 34.470], [-3.348, 4.272, 32.733], [-5.523, 3.715, 34.035], [-3.303, 4.710, 25.002], [-4.706, 4.177, 25.000], [-2.605, 3.987, 24.612], [-3.221, 5.445, 24.175], [-3.018, 5.115, 25.990], [-5.262, 4.890, 25.067], [-4.002, 1.155, 22.705], [-3.644, 1.464, 23.959], [-4.431, 0.170, 22.523], [-4.785, 1.881, 22.374], [-3.161, 1.240, 21.994], [-1.709, 0.776, 24.876], [5.249, 10.445, 32.976], [4.149, 10.001, 33.720], [5.954, 10.891, 33.696], [5.721, 9.653, 32.441], [4.974, 11.225, 32.228], [3.819, 9.116, 33.436], [-7.372, -1.613, 29.698], [-8.031, -0.344, 29.231], [-7.647, -2.395, 28.965], [-6.285, -1.436, 29.692], [-7.710, -1.925, 30.687], [-8.386, 0.021, 30.068], [-6.993, 6.801, 31.026], [-6.702, 6.893, 32.378], [-6.181, 6.608, 30.335], [-7.756, 6.030, 30.778], [-7.337, 7.772, 30.580], [-6.199, 6.116, 32.652], [1.272, 1.105, 29.320], [2.019, 0.928, 28.116], [0.456, 0.386, 29.321], [1.945, 1.013, 30.205], [0.832, 2.102, 29.324], [2.683, 1.635, 28.045], [-2.869, -3.239, 30.782], [-2.835, -2.599, 29.466], [-3.037, -4.361, 30.681], [-1.962, -3.080, 31.327], [-3.737, -2.912, 31.263], [-3.099, -1.673, 29.588], [-0.520, 4.992, 35.361], [-0.756, 3.554, 35.143], [-0.708, 5.562, 34.455], [-1.144, 5.242, 36.216], [0.525, 5.153, 35.559], [-0.112, 3.247, 34.466], [-2.760, 0.964, 34.271], [-3.321, 1.005, 35.570], [-2.250, 1.940, 34.029], [-2.040, 0.186, 34.124], [-3.668, 0.681, 33.716], [-2.539, 1.157, 36.158], [3.657, 11.239, 27.105], [2.273, 11.500, 27.079], [3.946, 10.340, 27.718], [4.174, 11.081, 26.144], [4.092, 12.089, 27.576], [1.845, 10.819, 26.584], [-0.755, 1.824, 26.166], [-0.746, 0.950, 25.093], [-1.638, 1.910, 26.819], [0.160, 1.688, 26.721], [-0.694, 2.836, 25.703], [-0.214, 0.220, 25.078], [-7.681, 2.410, 25.783], [-6.497, 2.114, 24.787], [-7.437, 3.213, 26.550], [-8.504, 2.601, 25.143], [-7.866, 1.524, 26.339], [-6.704, 1.206, 24.499], [1.105, 8.095, 26.871], [0.355, 9.187, 26.334], [1.597, 8.487, 27.807], [0.500, 7.178, 27.134], [1.814, 7.826, 26.176], [-0.010, 9.627, 27.090], [5.419, 6.286, 24.287], [5.570, 5.884, 22.923], [4.415, 6.623, 24.483], [5.729, 5.476, 24.969], [6.037, 7.149, 24.457], [6.530, 5.923, 22.661], [-0.894, 10.276, 29.729], [-0.726, 10.700, 28.409], [-0.237, 10.773, 30.480], [-1.911, 10.455, 30.024], [-0.649, 9.191, 29.887], [-0.294, 11.559, 28.375], [-6.878, 3.183, 29.811], [-6.692, 2.166, 28.816], [-7.934, 3.418, 29.970], [-6.526, 2.923, 30.830], [-6.435, 4.074, 29.450], [-7.145, 1.334, 29.036], [1.787, -1.539, 24.064], [1.309, -0.813, 25.219], [2.712, -2.052, 24.265], [1.074, -2.264, 23.737], [1.920, -0.784, 23.304], [1.539, -1.260, 26.034]],
  "atomic_forces_ev_per_a": [[2.153, -5.184, 1.910], [-0.324, -0.803, -0.152], [0.074, 2.145, -0.911], [0.299, 0.540, -2.067], [0.479, 0.685, 1.309], [0.251, 1.493, -0.330], [0.994, -2.759, 1.789], [0.337, 0.387, -1.707], [-0.478, 0.731, 1.651], [1.526, -0.953, -0.005], [-1.811, 0.154, -0.041], [-0.208, -0.126, -0.222], [0.738, 1.768, -0.005], [-0.563, -2.793, -0.602], [0.272, 1.857, -0.977], [-0.428, -5.092, 0.136], [0.802, 3.050, 1.477], [-1.367, -0.452, 0.354], [0.932, -0.661, -1.142], [-0.414, -0.303, 5.510], [0.046, 2.181, -3.799], [-2.117, -1.385, -3.484], [4.583, 3.959, 0.684], [-2.308, -3.116, 1.318], [-1.998, -0.464, 1.294], [1.829, -0.850, -0.370], [0.161, 1.397, -0.910], [-0.276, -1.577, 0.108], [0.651, 0.016, 0.221], [0.071, 0.385, 0.505], [0.211, 0.123, 0.089], [-0.239, 0.441, -0.430], [-0.346, 0.154, -0.917], [0.227, 0.805, 1.394], [0.049, 0.148, -0.365], [-0.721, -0.723, 0.249], [0.128, 0.663, -0.855], [0.214, -0.140, -0.890], [0.253, -0.763, 0.397], [0.235, 0.575, -1.481], [-1.195, -0.717, 0.804], [-0.385, 0.508, 0.459], [0.492, -0.590, 0.573], [0.216, 0.135, -0.254], [0.427, 0.008, -0.147], [2.055, 0.932, 1.344], [-0.761, 0.154, -1.363], [-0.568, -0.961, -0.544], [0.348, -0.164, 0.226], [-0.871, -0.132, 0.386], [-0.158, 0.180, -0.063], [0.742, 0.570, 1.791], [0.486, -0.785, -1.705], [-0.415, -0.074, 0.008], [0.161, -0.529, 0.049], [-0.472, -0.211, 0.055], [-0.524, 0.796, -0.452], [0.134, -0.965, -1.215], [-0.971, -0.224, -1.856], [0.073, 1.144, 0.953], [-0.198, -0.500, 0.193], [0.626, 0.063, 0.017], [0.290, 0.554, 2.038], [0.181, 1.926, -1.162], [-0.069, -0.250, 0.447], [0.030, -0.530, 0.331], [-0.314, -0.762, 0.610], [0.056, -0.425, -0.199], [-0.212, 0.062, -0.116], [-0.895, -0.542, 1.383], [-0.042, 0.508, -1.035], [0.504, 0.628, 0.217], [0.399, -0.052, -0.292], [0.158, 0.228, -0.885], [-0.162, -0.769, 0.568], [0.603, -0.724, -0.775], [-0.183, -0.254, 1.496], [0.413, -0.073, 0.616], [-0.022, 1.010, -0.193], [-0.447, 0.165, -1.029], [-0.507, -0.074, -0.133], [0.175, 0.192, 1.196], [-0.374, 0.190, -1.304], [0.003, 0.416, 0.050], [0.052, -0.927, -0.121], [0.273, 0.610, -0.248], [-0.051, -0.442, 0.404], [-0.867, -0.062, -0.894], [0.877, 0.951, -0.502], [-0.730, -0.273, 0.362], [0.162, -0.037, 0.435], [0.526, -0.195, 0.123], [-0.051, -0.291, 0.466], [0.573, 0.385, -1.372], [-0.680, 0.208, 0.025], [0.077, 0.424, 0.045], [0.159, -0.597, 0.625], [0.281, 0.076, 0.320], [-0.538, -0.343, 0.202], [0.512, 1.460, -0.806], [4.050, -0.203, -0.488], [-0.156, -1.025, 0.516], [-0.593, 0.110, 0.855], [-0.472, -0.412, -0.590], [-2.805, 3.438, 0.631], [-1.101, 0.420, -3.851], [0.080, 1.812, 4.375], [0.050, -0.287, 0.538], [0.400, -0.524, -0.487], [-0.206, 0.100, 0.190], [0.698, -0.208, -0.655], [0.170, 1.200, -0.069], [-1.299, -1.220, 0.191], [-0.096, -0.156, -0.426], [0.540, -0.654, -0.331], [0.000, -0.412, 0.511], [0.634, 1.182, 0.099], [-0.118, 0.811, -1.329], [0.387, -1.036, 1.781], [0.248, 0.441, 0.419], [-0.393, -0.211, 0.042], [-0.083, 0.257, -0.086], [-0.156, -0.065, -0.688], [-1.091, 0.410, -1.817], [0.172, 0.228, 0.115], [0.955, -0.455, 0.350], [0.103, 0.353, 0.327], [-0.172, -0.589, 0.997], [0.059, -0.261, 0.153], [0.705, 0.719, 0.280], [0.137, 0.038, -0.238], [0.181, -0.037, 0.143], [-0.683, -0.112, -0.434], [-0.124, 0.167, 0.204], [-0.239, -0.037, 0.252], [-0.142, -1.683, -2.288], [0.082, -0.422, 0.781], [0.496, 1.388, -0.317], [0.504, 0.284, 0.430], [-1.094, 0.774, 1.226], [0.005, -0.123, -0.041], [-0.172, -1.778, -0.493], [0.546, 0.829, -0.448], [-0.545, 0.129, 0.059], [0.053, 0.345, -0.194], [0.515, 0.109, 0.521], [-0.387, 0.228, 0.545], [-0.891, 0.851, -0.778], [2.031, 0.147, 1.657], [-0.925, -0.890, -0.147], [0.513, -0.696, 0.231], [0.724, 0.631, -0.795], [-1.261, -0.019, -0.254], [0.671, -1.152, 0.476], [0.516, 0.449, 0.202], [-0.522, 0.623, -0.301], [-0.624, 0.258, -0.084], [0.522, 0.624, 0.325], [-0.721, -0.883, -0.626], [1.037, 4.141, 1.808], [-5.660, 2.194, -2.080], [0.176, -1.196, -0.468], [0.127, -0.235, 0.410], [0.113, -0.607, 0.419], [3.728, -4.536, 0.524], [1.669, 0.943, 0.332], [-3.864, 0.414, 0.427], [0.096, -0.924, -1.457], [-0.612, 0.583, -0.519], [0.275, -0.908, 0.363], [0.609, -0.587, -0.017], [-1.604, 0.753, 2.591], [0.550, -1.063, -0.900], [-0.175, -0.804, -0.750], [0.346, 1.036, -0.227], [1.758, -0.627, -1.565], [-0.826, 0.787, 0.851], [1.053, -0.399, -0.403], [0.955, -0.017, -0.339], [-0.553, -0.306, -0.162], [-0.305, 0.304, -0.097], [0.444, 0.439, 0.383], [-1.607, -0.026, 0.635], [0.871, -0.779, 1.750], [0.585, -0.083, -0.621], [-0.297, 0.104, -0.716], [-0.610, -0.087, 0.319], [-0.416, 0.793, -0.688], [-0.024, 0.002, 0.020], [-1.044, -1.203, 0.819], [-0.162, 0.615, 0.275], [-0.244, -0.083, -0.281], [0.419, 0.018, -0.680], [0.798, 0.766, -0.196], [0.058, -0.065, 0.144], [-0.149, 0.785, 0.649], [-0.420, 0.232, -0.803], [0.440, 0.018, 0.129], [-0.619, -0.486, -0.200], [0.220, -0.001, -0.367], [-0.132, -0.230, 0.624]]
}